(1)
{
  "formula": "C5H10O",
  "method": "the ωB97M-V functional and the def2-TZVPD basis",
  "species": ["C", "H", "H", "C", "H", "C", "H", "C", "H", "C", "H", "H", "O", "H", "H", "H"],
  "xyz": [[1.76118, -0.18432, 0.27046], [-1.78130, -0.75020, 0.95787], [0.46184, 2.37854, -0.20075], [0.47750, -0.13428, 1.06777], [1.63598, 0.07835, -0.78669], [-0.50700, 0.94358, 0.70395], [-1.03118, 1.50110, 1.47771], [-1.01012, -0.36421, 0.27962], [2.49625, 0.52377, 0.68478], [-1.11954, -0.78559, -1.14492], [-1.56210, -1.78460, -1.21859], [2.22164, -1.17244, 0.34557], [-0.20154, 1.71869, -0.42686], [-1.74245, -0.06967, -1.68178], [-0.13651, -0.81036, -1.62205], [-0.00709, -1.10944, 1.27225]],
  "atomic_forces_ev_per_a": [[0.01, -0.13, -0.13], [0.55, -0.20, -0.18], [0.00, -0.01, 0.06], [-0.49, -0.72, -0.91], [0.08, -0.12, 0.08], [-0.61, -0.03, 0.12], [0.04, 0.04, -0.02], [-0.47, 0.48, -0.49], [-0.30, -0.14, -0.01], [-0.05, 0.10, -0.26], [0.06, 0.20, -0.01], [-0.06, 0.07, -0.09], [0.31, 0.29, 0.13], [-0.02, -0.09, -0.26], [-0.16, 0.05, -0.05], [1.11, 0.21, 2.02]],
  "nbo_charge": [-0.643, 0.211, 0.474, -0.358, 0.205, 0.068, 0.171, -0.181, 0.216, -0.629, 0.214, 0.217, -0.707, 0.226, 0.221, 0.295],
  "total_energy_ha": -271.630446,
  "homo_energy_ev": -8.0,
  "e_lumo_ev": 0.9,
  "max_force_ev_per_a": 2.312,
  "e_above_lowest_ev": 3.324,
  "homo_lumo_gap_ev": 8.84,
  "smiles": "C[C@@H]1[C@H](C)[C@@H]1O"
}


(2)
{
  "formula": "C5H10O",
  "method": "the ωB97M-V functional and the def2-TZVPD basis",
  "species": ["H", "O", "H", "C", "C", "H", "H", "H", "H", "H", "H", "H", "C", "H", "C", "C"],
  "xyz": [[0.54389, -3.09102, -0.54477], [-1.97074, 1.58935, -1.00497], [0.17330, 0.40354, -1.18211], [0.73604, -0.31877, -0.57726], [-1.85819, 2.36432, -0.08942], [0.99107, 1.01499, 1.13130], [2.19739, -0.27280, 1.03568], [-0.93256, -3.18134, 0.57089], [1.37211, -0.89592, -1.25989], [-1.01215, -0.75109, 0.69864], [-2.70999, 2.97485, 0.26769], [2.29757, 1.11901, -0.06176], [-0.20876, -2.56679, 0.04198], [-0.89878, 2.50909, 0.44576], [1.60750, 0.42955, 0.43662], [-0.23885, -1.23909, 0.10138]],
  "atomic_forces_ev_per_a": [[-0.09, 0.10, 0.07], [0.02, 0.40, 0.43], [0.12, -0.13, 0.08], [-0.01, -0.05, -0.07], [-0.07, -0.22, -0.29], [0.10, -0.10, -0.10], [-0.08, 0.11, -0.09], [0.09, 0.12, -0.08], [-0.09, 0.07, 0.11], [0.11, -0.10, -0.07], [0.06, -0.07, -0.06], [-0.11, -0.10, 0.06], [-0.01, 0.12, 0.01], [-0.07, -0.06, -0.09], [0.03, 0.06, 0.07], [0.01, -0.14, 0.01]],
  "nbo_charge": [0.188, -0.493, 0.228, -0.452, 0.277, 0.191, 0.208, 0.198, 0.201, 0.188, 0.111, 0.208, -0.409, 0.109, -0.596, -0.157],
  "total_energy_ha": -271.689172,
  "homo_energy_ev": -9.5,
  "e_lumo_ev": 0.7,
  "max_force_ev_per_a": 0.593,
  "e_above_lowest_ev": 1.726,
  "homo_lumo_gap_ev": 10.17,
  "smiles": "C=CCC.C=O"
}


(3)
{
  "formula": "C5H10O",
  "method": "the ωB97M-V functional and the def2-TZVPD basis",
  "species": ["H", "H", "H", "C", "C", "H", "H", "C", "H", "H", "C", "H", "H", "H", "C", "O"],
  "xyz": [[-2.09472, 0.33226, 1.69625], [-2.09156, -1.33553, 1.11339], [-2.13713, 1.15401, -0.72711], [-1.77960, 0.14870, -0.45713], [-2.39238, -0.31313, 0.86418], [2.05126, -1.10935, 0.80229], [2.14550, -0.43410, -1.63426], [-0.28605, 0.23081, -0.65665], [-2.12815, -0.47683, -1.29250], [2.15204, 1.25968, -1.16447], [2.42955, 0.25609, -0.83727], [2.03080, 0.59788, 1.26481], [3.51498, 0.21053, -0.69095], [-3.48572, -0.29170, 0.79719], [1.76215, -0.10693, 0.47183], [0.30902, -0.12239, 0.45041]],
  "atomic_forces_ev_per_a": [[-0.01, -0.09, -0.12], [-0.01, 0.14, -0.04], [0.04, -0.11, 0.00], [0.04, 0.03, -0.10], [0.05, -0.02, 0.08], [-0.06, 0.13, -0.05], [0.06, 0.07, 0.11], [-0.18, -0.14, 0.45], [0.04, 0.10, 0.07], [0.05, -0.12, 0.05], [-0.02, 0.01, -0.03], [-0.06, -0.09, -0.10], [-0.15, -0.01, 0.02], [0.17, -0.01, 0.01], [0.28, -0.02, 0.07], [-0.24, 0.13, -0.44]],
  "nbo_charge": [0.209, 0.209, 0.235, -0.564, -0.623, 0.185, 0.228, 0.249, 0.234, 0.230, -0.647, 0.185, 0.213, 0.210, -0.056, -0.496],
  "total_energy_ha": -271.649518,
  "homo_energy_ev": -8.1,
  "e_lumo_ev": 1.1,
  "max_force_ev_per_a": 0.522,
  "e_above_lowest_ev": 2.805,
  "homo_lumo_gap_ev": 9.15
}